The following is a DFT calculation (ωB97M-V/def2-TZVPD) of I3NO11Pd2S2 as an isolated structure at a distorted geometry.

```
19
I3NO11Pd2S2, DFT ωB97M-V/def2-TZVPD
S 4.0397 5.1205 9.2715
O 3.7733 9.1101 8.8247
N 3.9994 9.7612 7.7905
Pd 2.9966 7.5225 7.4497
I 2.9492 15.0511 9.9941
O 1.3875 8.8510 9.8915
O 3.7395 3.4261 9.4134
O 4.0777 10.9419 7.6965
I 5.6334 7.8801 12.0823
O 4.7514 5.8428 8.1159
O 4.1440 9.1682 6.7575
O 2.7881 5.7911 9.4682
O -0.8502 8.6564 9.1711
O 1.1082 8.3719 7.6355
O 5.0484 4.9642 10.4333
O 0.3629 10.4884 8.2744
S 0.3849 9.2157 8.7858
Pd 1.9946 11.4349 10.0535
I 4.3005 12.2152 11.0008
```

Calculated values
Net charge ... -4
HOMO energy (spin up / spin down) ... 4.03 / 4.13 eV
2S+1 ... 5
Orbital gap (spin up / spin down) ... 4.23 / 3.57 eV
Strongest force on any atom ... 11.596 eV/Å